{
  "formula": "C3H8N4S",
  "method": "the ωB97M-V functional and the def2-TZVPD basis",
  "elements": ["S", "N", "N", "N", "N", "C", "C", "C", "H", "H", "H", "H", "H", "H", "H", "H"],
  "positions_angstrom": [[0.12112, 1.12810, 1.79490], [0.99979, -0.29140, -0.23458], [-0.77272, 0.19398, -1.62298], [1.54203, -1.28205, -1.09037], [-1.01147, 0.64152, 0.67215], [-0.36860, 0.00816, -0.46395], [2.59244, -1.90772, -0.69688], [-2.29042, 1.24239, 0.64826], [0.78409, 2.08362, 1.22224], [2.73964, -1.74563, 0.45701], [2.79590, -2.92182, -1.43867], [-2.95526, 1.01683, -0.16061], [-2.54250, 1.28082, 1.67441], [0.40763, -1.68246, 0.85809], [-0.02242, -0.20987, -2.29776], [-2.01925, 2.44554, 0.67875]],
  "atomic_forces_ev_per_a": [[-1.130, -0.692, 2.633], [-0.104, -5.326, 2.422], [0.200, -1.137, -3.196], [0.220, 1.049, -0.539], [3.008, -3.159, -1.824], [0.502, 2.579, 0.975], [-2.267, -1.946, -0.023], [1.902, 5.231, 0.524], [0.472, 1.188, -1.137], [0.791, -0.829, -2.126], [0.188, 3.324, 2.492], [-0.242, -0.505, 0.003], [-1.701, -0.973, 0.884], [1.050, 2.736, -1.228], [-1.860, 0.707, 1.279], [-1.030, -2.248, -1.140]],
  "lowdin_charge": [0.79, -0.02, 0.15, -0.15, -0.56, -0.64, -0.09, -0.15, -0.15, 0.09, 0.14, 0.08, 0.04, 0.27, 0.09, 0.12],
  "e_homo_ev": -8.78,
  "fmax_ha_per_bohr": 0.1138,
  "relative_energy_kcal_mol": 191.69,
  "homo_lumo_gap_ev": 7.1,
  "total_energy_ha": -736.01265,
  "charge": 0
}